No. 1
This record from OMol25 describes one molecule with the formula C12H15P. The level of theory is the ωB97M-V functional and the def2-TZVPD basis.

Positions of all 28 atoms, in Å:
H (-1.808097, -0.636995, -2.998482)
C (1.178185, -1.647245, -1.250692)
C (-2.003416, -0.587278, 1.104187)
H (0.730422, -1.695511, -0.335218)
C (-1.055151, -1.408270, -2.762387)
H (1.247276, -2.619554, -1.606449)
C (2.105667, 2.334349, -1.251411)
C (1.048047, 1.463982, -0.508442)
C (-2.051842, -0.928236, 2.461201)
H (-0.735717, -2.170483, -3.533407)
H (0.431333, 0.994495, 3.661274)
P (0.466827, -0.425779, -2.386544)
H (-1.383557, -1.903816, -1.947861)
H (-2.745337, -1.600647, 2.892707)
C (-1.234739, -0.348293, 3.400965)
H (-0.926143, 1.307844, -1.328439)
H (-2.764933, -1.081278, 0.514896)
C (-0.002803, 0.881179, -1.271556)
H (2.866231, 2.519875, -0.487476)
H (1.775847, 3.237967, -1.723240)
H (2.252456, -1.470673, -0.841779)
H (1.631699, 1.964999, 1.533286)
C (0.971118, 1.525025, 0.857533)
C (-0.194349, 0.511396, 3.037221)
H (-1.451686, -0.677123, 4.337465)
H (2.532362, 1.638953, -1.982565)
C (-0.021775, 0.750176, 1.648365)
C (-0.857926, 0.070941, 0.766851)

Force components x, y, z for each atom (eV/Å):
H 0.0 -0.8 -0.8
C 4.0 1.6 0.4
C 0.1 -1.5 1.1
H -2.2 0.0 2.3
C 1.4 1.9 -2.6
H -0.1 -1.8 -1.3
C 0.4 -2.6 1.3
C 0.6 3.3 1.9
C 0.0 1.0 -0.1
H -0.9 1.2 0.4
H 1.8 1.4 2.5
P 0.4 -0.8 -0.8
H -1.0 -1.7 2.9
H -1.0 -0.7 -0.2
C 1.3 0.8 -2.3
H -2.3 1.7 -0.6
H 0.3 0.3 -0.7
C -0.1 -3.9 3.2
H 0.1 0.4 -0.4
H -0.5 0.3 -0.1
H -1.3 0.3 -1.3
H 1.7 1.4 0.2
C -0.8 -1.4 0.0
C -1.8 -0.9 -3.3
H 0.0 -0.4 3.0
H 0.2 0.5 -0.2
C -0.4 -1.1 -1.5
C -0.1 1.4 -2.8

* E_LUMO (alpha / beta): 0.01518 / 0.01510 Eh
* total charge: 0
* max |F|: 5.0 eV/A
* energy above the lowest of the compared OMol25 structures with the same formula, charge and spin: 72.3 kcal per mole
* total energy: -807.425340 hartree


No. 2
This record from OMol25 describes C12H16BCl2F8N2O28PdS4Y as an isolated structure. The level of theory is the ωB97M-V functional and the def2-TZVPD basis.

Positions of all 75 atoms, in Å:
F (-20.096010, -7.292910, -17.429580)
O (-12.069420, -4.778170, -18.120180)
F (-19.743180, -4.346910, -15.778590)
H (-15.309990, -13.292490, -17.160400)
H (-10.530700, -3.671390, -18.806570)
H (-13.699440, -10.886790, -18.124110)
C (-14.464300, -11.357560, -17.506480)
F (-21.181670, -8.844380, -16.354120)
H (-17.667750, -2.764370, -22.126870)
O (-20.425470, -2.543100, -21.347880)
O (-16.415490, -10.324870, -23.278130)
H (-14.151080, -13.404500, -18.446080)
O (-16.854420, -7.965560, -23.468290)
O (-17.811230, -9.319550, -21.748370)
F (-21.224420, -8.746140, -18.653960)
O (-15.518380, -8.857650, -21.793470)
C (-11.708550, -9.657530, -14.394770)
O (-15.709150, -5.535060, -16.928370)
O (-19.503060, -6.907070, -12.377650)
O (-21.299730, -1.833920, -23.306100)
O (-12.622640, -9.327150, -15.405400)
B (-20.481860, -8.625450, -17.466610)
O (-20.657260, -7.624220, -21.333880)
C (-11.225250, -3.630720, -17.967490)
Y (-19.729590, -9.895760, -19.960540)
F (-19.404120, -9.468030, -17.592440)
H (-10.514390, -3.496310, -17.152200)
F (-14.545770, -7.470610, -17.875340)
O (-18.326370, -5.553840, -18.500220)
F (-17.789750, -6.177870, -20.803490)
H (-11.705340, -1.614690, -18.545680)
O (-19.363760, -3.070060, -23.192120)
H (-14.403310, -11.307250, -16.419350)
N (-16.000530, -6.706360, -19.261290)
C (-12.939840, -4.400400, -19.037580)
H (-17.980830, -4.458340, -22.207500)
H (-12.972150, -7.359000, -13.397030)
H (-13.992650, -8.598130, -12.722230)
Pd (-14.590120, -6.810580, -20.734530)
O (-17.272980, -5.665000, -12.587010)
O (-22.176470, -5.952650, -21.572080)
O (-13.520800, -5.294060, -19.637130)
C (-19.429990, -3.477570, -20.889160)
O (-21.970530, -7.953450, -22.962550)
C (-14.860520, -12.724300, -17.974780)
H (-18.731830, -3.075540, -20.154970)
O (-12.984380, -3.049020, -19.193900)
O (-20.479640, -6.508270, -14.810410)
C (-18.479980, -3.490560, -22.159100)
N (-19.250080, -4.595000, -13.515140)
O (-12.330340, -9.252360, -13.246890)
O (-18.428490, -7.910470, -19.448040)
O (-20.332130, -6.248540, -23.091950)
C (-13.821780, -8.783200, -14.884990)
C (-13.323040, -8.378980, -13.553910)
H (-12.893060, -2.317360, -17.444350)
S (-19.307200, -5.582550, -14.844620)
H (-14.646010, -9.496290, -14.869300)
F (-18.910830, -4.820500, -11.197890)
C (-16.442560, -11.108730, -18.609970)
O (-15.596520, -10.544780, -17.750670)
C (-20.419560, -2.378720, -22.640460)
Cl (-21.384740, -6.883760, -22.315530)
O (-16.666550, -7.937400, -17.103400)
O (-15.934200, -12.350170, -18.831330)
Cl (-16.710110, -9.090740, -22.622740)
O (-10.664140, -10.310560, -14.470440)
H (-14.175120, -7.923680, -15.454610)
S (-16.026170, -6.754750, -17.685830)
C (-12.173460, -2.547110, -18.230160)
S (-18.751990, -5.649380, -12.561720)
O (-18.066200, -6.048540, -15.399030)
S (-17.666810, -6.622080, -19.294700)
O (-17.387360, -10.515670, -19.088140)
H (-19.789780, -4.484620, -20.678210)

Force components x, y, z for each atom (eV/Å):
F 0.4 -0.3 -0.4
O 0.9 0.5 1.2
F 0.4 -1.4 0.8
H 0.0 -0.1 0.1
H 0.1 0.0 -0.4
H 0.6 -0.3 0.7
C 0.6 0.6 0.5
F -1.0 -1.5 0.7
H -0.1 0.3 0.4
O -0.2 -0.1 2.7
O -0.8 0.2 -0.8
H 0.0 0.7 -0.4
O -1.0 -0.2 -0.1
O -3.1 -0.2 1.6
F -0.7 -1.9 -2.5
O 0.2 1.0 1.2
C 0.3 -1.7 0.1
O -1.3 -2.4 -1.9
O 2.2 3.5 -0.6
O 2.6 -0.9 1.8
O 2.0 -1.1 -1.0
B -0.2 4.4 2.7
O 3.3 -2.9 5.2
C 1.9 0.2 -0.6
Y 2.9 5.3 0.1
F 1.1 -2.3 -1.3
H -1.0 -0.8 0.8
F 0.7 0.5 1.3
O 2.5 -2.9 -1.7
F 0.4 0.3 0.5
H 0.0 -0.1 -0.1
O -0.2 0.1 -0.4
H 1.1 0.0 -0.3
N -6.3 1.0 0.5
C -0.9 -2.0 -1.2
H -0.7 -0.1 -1.1
H 0.0 0.2 -0.6
H -0.8 0.6 -0.3
Pd 0.3 -1.0 -1.4
O -2.3 -0.4 -1.0
O -0.7 -0.1 -1.3
O 0.3 2.5 0.2
C 2.3 0.6 -2.3
O -3.8 -1.3 -3.5
C -1.1 0.0 0.9
H -1.1 0.1 0.8
O -1.8 -3.2 -2.9
O 3.4 3.4 0.5
C -0.7 0.1 1.1
N -0.8 0.5 -2.5
O 3.9 -1.9 -0.3
O 1.6 1.4 0.8
O -1.8 0.4 -0.1
C -0.2 0.8 -0.2
C -2.3 1.1 2.8
H 0.6 0.2 0.9
S -4.1 -1.4 -6.9
H 0.2 -0.4 0.1
F -0.7 -0.7 -1.0
C 3.0 -0.4 1.2
O -1.9 1.1 -0.4
C -1.7 -0.5 -3.3
Cl 3.6 2.0 0.7
O -0.6 2.8 -0.7
O -2.7 -0.4 -2.4
Cl 4.0 -0.8 -0.8
O -3.6 2.5 -0.2
H 0.4 -0.2 -0.3
S 6.6 -2.2 5.3
C 0.2 2.9 2.2
S 3.0 -4.2 9.2
O -1.3 0.8 1.8
S -5.1 0.5 -3.6
O -0.9 -1.4 -0.4
H -0.5 0.4 0.1

* E_LUMO (alpha / beta): -0.12917 / -0.20321 Eh
* multiplicity: 3
* total charge: 0
* max |F|: 10.5 eV/A
* total energy: -6185.577957 hartree
* expectation value of S²: 2.0145